C43H63Br6F2NO20 | wB97M-V/def2-TZVPD

Results
- spin multiplicity = 1
- LUMO (eV) = -0.588

XYZ file:
```
135
Properties=species:S:1:pos:R:3:forces:R:3:lowdin_charge:R:1
C 0.842 -0.873 -0.765 -0.17 0.13 -0.63 -0.0107
C -0.537 -0.490 -0.228 -0.83 0.13 0.34 -0.2282
C -0.477 0.446 1.012 1.20 -1.01 -1.79 -0.2156
O -1.737 0.703 1.472 -0.62 0.70 0.38 -0.2876
C -1.723 1.612 2.580 -1.17 -0.45 -0.30 -0.0908
N -1.426 0.159 -1.328 1.73 0.48 1.71 0.2391
H -1.552 -0.544 -2.044 -0.55 0.05 -0.64 0.1057
H -2.246 0.551 -0.882 -0.81 -0.67 0.05 0.0524
H -0.971 1.007 -1.646 1.15 0.75 -1.07 0.0759
H 1.568 -1.167 -0.007 -0.39 0.07 0.29 0.0815
H 1.282 -0.057 -1.339 -0.14 0.31 0.12 0.0609
H 0.782 -1.713 -1.457 -0.18 -0.03 0.06 0.0573
H -1.197 -1.341 -0.051 0.59 -0.43 0.73 0.1315
H 0.016 1.344 0.632 0.20 0.40 0.22 0.1188
H 0.148 -0.017 1.777 0.20 -0.05 -0.05 0.1226
H -1.495 1.072 3.499 0.08 0.18 0.04 0.0775
H -2.752 1.972 2.559 -0.05 0.11 0.60 0.0437
H -1.089 2.492 2.471 0.38 -0.22 -0.31 0.0697
C 1.138 3.453 -2.542 -0.77 -0.86 0.99 -0.3499
O 0.310 2.406 -2.099 0.03 0.45 -0.17 -0.4166
H 2.184 3.338 -2.245 0.61 -0.46 -0.16 0.0373
H 1.125 3.639 -3.618 -0.04 -0.06 -0.42 0.0473
H 0.926 4.414 -2.064 -0.53 0.55 0.09 0.0376
C 2.339 -3.265 -5.614 0.06 2.03 -0.45 0.0049
C 1.147 -2.256 -5.769 0.89 -2.42 -0.59 -0.2936
C -0.024 -2.990 -6.419 0.45 0.31 -1.38 -0.0865
O -1.116 -2.674 -5.597 -1.34 -0.97 -0.59 0.1038
C -0.713 -2.216 -4.452 0.04 0.69 2.26 -0.5525
O -1.463 -2.003 -3.513 1.58 0.00 -1.07 0.1134
O 0.645 -2.041 -4.474 -1.37 0.98 1.42 0.0628
H 3.145 -2.658 -5.199 0.25 -0.31 0.20 0.0659
H 2.678 -3.576 -6.602 -0.09 -0.21 -0.01 0.0884
H 2.129 -4.112 -4.962 -0.31 0.12 -0.11 0.0869
H 1.432 -1.336 -6.278 0.05 0.07 0.32 0.1339
H 0.261 -4.041 -6.469 -0.78 -0.27 0.35 0.1316
H -0.355 -2.683 -7.411 0.56 0.13 -0.11 0.1406
C 2.133 3.584 0.966 -0.35 -0.57 -0.07 -0.0152
C 2.873 2.249 0.684 -2.26 1.30 -0.24 -0.2785
C 4.331 2.313 0.776 1.68 1.91 0.94 -0.1011
O 4.664 1.203 1.583 3.64 -0.48 -0.77 0.1153
C 3.633 0.653 2.128 -1.56 -2.97 0.95 -0.6004
O 3.589 -0.363 2.817 0.58 1.97 -0.75 0.1159
O 2.558 1.278 1.719 -2.22 0.91 -0.77 0.0942
H 2.399 3.925 1.967 0.14 0.36 -0.16 0.0918
H 1.045 3.549 0.914 -0.11 -1.05 0.39 0.0148
H 2.207 4.331 0.176 1.18 0.08 0.04 0.0787
H 2.595 1.925 -0.320 -0.50 -0.66 0.23 0.1325
H 4.709 3.173 1.333 -0.40 0.31 0.32 0.1348
H 4.861 2.467 -0.164 0.02 -1.26 -0.18 0.1444
C 2.369 -2.478 5.306 0.48 0.37 0.51 -0.0249
C 1.360 -3.185 4.417 1.38 1.77 -0.27 -0.2779
C 0.332 -2.221 3.849 -1.64 -0.12 1.52 -0.1240
O 0.272 -2.442 2.441 1.49 -0.52 0.52 0.0182
C 1.362 -3.208 2.126 1.11 -1.22 -3.39 -0.4493
O 1.620 -3.558 0.954 -0.79 1.26 4.27 0.0921
O 2.121 -3.543 3.229 -2.00 -0.29 -1.07 0.0809
H 2.713 -1.545 4.859 -0.41 0.10 -0.31 0.0664
H 3.314 -3.004 5.438 -0.29 -0.62 0.03 0.0883
H 1.984 -2.239 6.298 -0.23 -0.12 0.02 0.0832
H 0.796 -3.965 4.929 0.72 -0.77 -0.43 0.1514
H 0.418 -1.195 4.207 0.68 0.34 -0.92 0.1282
H -0.610 -2.514 4.317 -0.45 -0.06 -0.51 0.1089
C -1.561 1.598 -5.136 1.04 -0.18 0.00 -0.0175
C -2.479 2.258 -4.127 -0.15 -0.51 -0.89 -0.2707
C -3.605 3.116 -4.755 1.95 1.55 -0.44 -0.1179
O -4.788 2.462 -4.474 -0.82 -0.45 0.43 0.1038
C -4.519 1.378 -3.747 -0.72 -3.47 0.66 -0.5583
O -5.306 0.544 -3.371 -0.02 1.48 -0.28 0.1298
O -3.196 1.126 -3.570 -0.54 2.00 0.17 0.0376
H -1.062 2.286 -5.818 -0.16 0.14 0.00 0.0873
H -2.062 0.804 -5.692 -0.58 0.44 -0.25 0.0956
H -0.771 1.022 -4.653 0.18 0.36 0.49 0.0654
H -2.012 2.839 -3.331 0.53 -0.44 -0.03 0.1248
H -3.462 3.329 -5.815 -0.21 -0.81 -0.31 0.1322
H -3.591 4.134 -4.365 -0.29 -0.10 0.65 0.1168
C 3.414 3.298 7.489 0.68 -0.75 0.84 -0.0140
C 3.165 1.872 7.061 0.09 0.82 -0.53 -0.3127
C 2.055 1.148 7.798 0.72 0.53 0.61 -0.1061
O 1.098 0.933 6.785 -1.21 -0.69 0.45 0.0783
C 1.443 1.550 5.630 -1.83 -1.35 -1.68 -0.5630
O 0.769 1.569 4.618 0.89 0.08 1.90 0.1356
O 2.648 2.005 5.746 1.56 0.68 -1.23 0.0972
H 2.488 3.867 7.420 0.05 -0.02 0.18 0.1012
H 4.190 3.778 6.894 -0.06 -0.09 0.00 0.0902
H 3.763 3.187 8.516 -0.02 0.71 0.22 0.0901
H 4.031 1.213 7.019 0.31 0.45 -0.11 0.1580
H 1.665 1.729 8.634 -0.42 0.24 -0.25 0.1330
H 2.510 0.279 8.272 -0.71 -0.68 -0.49 0.1314
C -7.177 1.125 4.618 1.84 0.65 -0.69 0.0027
C -5.772 1.522 3.949 -1.03 0.38 -0.05 -0.2735
C -5.169 2.893 4.411 -2.64 -0.15 -1.44 -0.1414
O -4.298 2.516 5.396 1.42 -0.24 1.24 0.0632
C -3.878 1.222 5.189 0.57 0.23 0.64 -0.5227
O -2.891 0.758 5.700 -1.65 0.33 -0.82 0.1494
O -4.760 0.627 4.360 1.04 -0.88 0.48 0.0396
H -7.353 0.052 4.537 0.16 0.06 -0.10 0.0572
H -7.981 1.656 4.110 0.03 0.06 0.07 0.0777
H -7.136 1.405 5.670 -0.13 -0.01 0.02 0.0813
H -5.804 1.450 2.862 -0.28 -0.02 0.03 0.1105
H -6.031 3.489 4.715 0.21 0.09 0.96 0.1273
H -4.716 3.543 3.661 0.49 -0.58 -0.38 0.1251
F 2.298 -7.715 -1.200 -0.10 -0.41 0.25 0.0581
C 1.293 -6.937 -1.639 0.43 0.36 -1.12 -0.2781
C 1.569 -5.595 -1.784 0.79 0.81 0.65 -0.0325
C 0.595 -4.729 -2.161 -2.79 -0.63 -2.21 -0.0686
C -0.606 -5.280 -2.731 1.58 0.10 1.15 -0.0563
C -0.800 -6.674 -2.696 -1.16 1.58 0.20 -0.0907
C 0.116 -7.509 -2.104 1.42 -0.06 1.15 -0.0235
H 2.504 -5.076 -1.628 0.46 -0.83 0.70 0.1242
H 0.755 -3.662 -2.188 0.10 -0.03 0.04 0.0787
H -1.351 -4.601 -3.119 -0.22 -0.17 0.00 0.0839
H -1.800 -6.977 -2.972 0.14 -0.57 -0.29 0.1005
H 0.057 -8.558 -1.850 -0.65 -0.19 -0.53 0.1173
F 3.791 0.003 -2.291 -0.32 -0.36 0.01 0.0602
C 3.709 0.076 -3.633 1.81 0.18 -0.86 -0.2709
C 2.656 0.713 -4.242 0.02 -0.66 -1.09 -0.0078
C 2.740 0.876 -5.643 -0.46 0.12 1.02 -0.0968
C 3.802 0.437 -6.428 -0.47 0.67 0.88 -0.1039
C 4.911 -0.094 -5.772 -0.57 -0.80 1.05 -0.0786
C 4.848 -0.336 -4.374 -0.78 0.71 -0.67 -0.0035
H 1.738 0.940 -3.719 0.07 0.53 0.34 0.0936
H 1.915 1.448 -6.045 -0.10 -0.22 -0.52 0.0999
H 3.692 0.591 -7.491 0.56 -0.04 -0.11 0.0998
H 5.791 -0.385 -6.327 0.06 -0.09 0.03 0.0983
H 5.669 -0.814 -3.858 0.07 0.10 0.07 0.1090
C -2.070 4.521 -0.436 -1.12 0.49 0.21 -1.4106
Br -3.438 3.079 -0.048 0.95 1.17 -0.19 0.5896
Br -1.219 5.343 1.126 -0.47 -0.76 -0.54 0.5976
Br -2.991 6.021 -1.400 0.63 -1.17 0.30 0.5050
H -1.324 4.014 -1.048 0.13 0.13 -0.13 -0.0575
C -4.743 -2.188 1.392 0.34 0.64 1.02 -1.4129
Br -6.313 -2.539 2.581 0.91 0.47 -1.02 0.5307
Br -3.099 -2.430 2.462 -0.78 0.04 -0.66 0.6080
Br -4.682 -0.351 0.575 -0.50 -1.47 0.51 0.5856
H -4.745 -2.940 0.606 -0.09 0.35 0.09 -0.0205
```
Positions in Å, forces in eV/Å.